1.
Below is 2 unconnected molecules or ions with the total composition C20H38Br2FN3O5PS2, with properties calculated with ωB97M-V/def2-TZVPD.

Geometry as XYZ:
```
72
Properties=species:S:1:pos:R:3:lowdin_charge:R:1
C 3.2190 -0.1152 1.3814 -0.118
O 3.4071 -1.4915 1.1677 -0.176
C 4.2814 -1.7923 0.0990 -0.213
C 3.6526 -1.5214 -1.2767 -0.164
C 4.2091 -0.2709 -1.9647 -0.194
C 3.5181 0.0878 -3.2849 -0.176
C 1.9878 0.0287 -3.2253 -0.107
C 1.3207 0.7808 -2.1111 -0.106
C 1.6674 1.8666 -1.3797 -0.169
C 2.8425 2.7781 -1.5119 -0.121
C 2.4601 4.2400 -1.7801 -0.207
F 3.3857 5.0625 -1.1810 -0.041
N 0.6548 2.0563 -0.4199 -0.101
P 0.6542 3.2036 0.9255 0.420
S 2.3324 3.6783 1.6756 0.349
C -0.3021 1.1357 -0.6185 -0.233
C -1.5770 0.9833 0.1487 -0.093
C -1.4810 -0.0966 1.2576 -0.188
C -2.7098 -1.0127 1.2878 -0.233
S -2.3523 -2.3732 2.3725 0.581
O -1.2624 -3.0963 1.7901 -0.259
O -2.2967 -1.8652 3.7049 -0.250
O -3.6700 -3.2503 2.3107 -0.126
N 0.0800 0.3526 -1.6151 0.069
C -0.6946 -0.7685 -2.1177 -0.001
C -1.5428 -0.3306 -3.3327 -0.395
O -1.0731 0.4750 -4.0976 0.150
N -2.8286 -0.8850 -3.4871 -0.163
C -3.8994 -0.0405 -2.9605 -0.052
C -2.9483 -2.2839 -3.0854 -0.058
H 2.7943 0.0085 2.3775 0.094
H 2.5312 0.3340 0.6469 0.057
H 4.1688 0.4342 1.3361 0.098
H 5.2130 -1.2158 0.2054 0.126
H 4.5369 -2.8465 0.2093 0.127
H 2.5733 -1.4423 -1.1126 0.102
H 3.8446 -2.3814 -1.9275 0.124
H 5.2681 -0.4495 -2.1762 0.126
H 4.1846 0.5684 -1.2620 0.089
H 3.8186 -0.6343 -4.0505 0.124
H 3.8617 1.0546 -3.6605 0.106
H 1.5316 0.3158 -4.1784 0.131
H 1.7357 -1.0251 -3.0817 0.104
H 3.4382 2.7572 -0.5976 0.080
H 3.4462 2.4250 -2.3423 0.102
H 2.4603 4.4513 -2.8516 0.131
H 1.4651 4.4980 -1.3999 0.091
H -0.2002 2.4974 1.7739 -0.012
H -0.1596 4.2050 0.3803 0.008
H -1.8517 1.9501 0.5721 0.110
H -2.3824 0.7489 -0.5543 0.110
H -1.4102 0.3905 2.2319 0.119
H -0.5759 -0.6936 1.1241 0.119
H -2.9590 -1.4069 0.2972 0.085
H -3.5827 -0.4796 1.6720 0.127
H -3.8796 -3.5234 1.4056 0.104
H 0.0088 -1.5365 -2.4391 0.141
H -1.2917 -1.1861 -1.3090 0.110
H -4.0974 -0.2406 -1.8952 0.078
H -3.6497 1.0118 -3.1025 0.100
H -4.8232 -0.2388 -3.5063 0.099
H -3.9526 -2.6233 -3.3409 0.102
H -2.2484 -2.8984 -3.6537 0.104
H -2.7905 -2.4557 -2.0105 0.073
Br -2.6785 0.2067 9.0431 0.611
C -3.3342 -1.1531 7.8206 -0.698
C -3.5786 -0.6017 6.4421 -0.723
Br -5.1761 0.5070 6.3596 0.601
H -4.2369 -1.5618 8.2631 0.052
H -2.5636 -1.9194 7.7835 0.060
H -3.7369 -1.4067 5.7307 0.034
H -2.7563 0.0210 6.1054 0.045
```

The calculation puts the LUMO energy at -3.0 eV. The calculation puts the HOMO energy at -11.48 eV. Its total charge is +1. Its frontier orbital gap is 8.49 eV.

2.
Below is 8 unconnected molecules or ions with the total composition C20H38Br6Cl6O3, with properties calculated with ωB97M-V/def2-TZVPD.

Geometry as XYZ:
```
73
Properties=species:S:1:pos:R:3:lowdin_charge:R:1
Cl -16.2166 15.9227 28.1555 0.504
C -17.6545 16.7065 27.4576 -1.580
Cl -18.4544 15.5388 26.4008 0.511
Cl -17.3428 18.1712 26.5890 0.551
H -18.3339 16.9474 28.2752 0.014
Cl -15.6424 21.2709 31.1670 0.516
C -14.6461 21.8536 29.8328 -1.481
Cl -13.1497 22.6130 30.4976 0.474
Cl -15.4994 23.1024 28.8369 0.474
H -14.3609 20.9998 29.2183 0.017
C -15.6713 20.9773 38.8937 -0.159
C -14.7680 21.4747 37.7704 -0.158
C -14.2814 22.8391 38.2990 -0.254
O -14.9151 23.1579 39.4662 -0.122
C -15.2521 21.9065 40.0755 -0.190
H -15.4927 19.9470 39.2016 0.105
H -16.7296 21.1537 38.7019 0.107
H -15.2664 21.4880 36.8011 0.106
H -13.9429 20.7627 37.7516 0.104
H -14.5635 23.5650 37.5364 0.118
H -13.2069 22.8544 38.4814 0.118
H -16.0365 22.0247 40.8231 0.114
H -14.4388 21.5193 40.6892 0.112
C -7.7455 24.0337 26.4174 -0.195
C -8.8158 25.0485 26.6712 -0.175
C -8.6309 26.0371 25.5129 -0.220
O -8.2365 25.2019 24.4806 -0.147
C -7.6204 23.9613 24.8827 -0.159
H -7.9402 23.0766 26.9012 0.110
H -6.8447 24.3949 26.9135 0.107
H -8.6791 25.4573 27.6724 0.109
H -9.7949 24.5723 26.6192 0.112
H -7.8456 26.7821 25.6404 0.117
H -9.5437 26.5670 25.2405 0.117
H -6.5901 23.7967 24.5670 0.115
H -8.2229 23.0904 24.6248 0.110
C -9.5133 16.6614 26.4084 -0.192
C -9.6851 16.6013 27.8986 -0.188
C -10.1095 18.0171 28.1658 -0.196
O -10.5745 18.5795 26.9129 -0.164
C -10.5997 17.5906 25.8718 -0.178
H -9.7646 15.7084 25.9428 0.109
H -8.4866 16.9149 26.1441 0.119
H -8.8620 16.2079 28.4952 0.116
H -10.4795 15.8837 28.1037 0.109
H -9.1954 18.5596 28.4071 0.114
H -10.8353 18.1596 28.9664 0.116
H -10.3143 17.9106 24.8697 0.117
H -11.6406 17.2677 25.8560 0.119
Br -7.4316 28.6150 30.8227 0.611
C -7.9983 28.3153 32.6528 -0.715
C -9.1462 27.3125 32.6904 -0.702
Br -9.8180 27.1548 34.5300 0.596
H -8.3251 29.3066 32.9668 0.048
H -7.1709 27.8443 33.1834 0.057
H -8.7916 26.3196 32.4138 0.052
H -9.9824 27.5732 32.0417 0.052
Br -14.0194 21.1122 22.0812 0.524
C -13.0588 22.5840 23.0678 -0.620
C -12.9402 23.7587 22.0908 -0.665
Br -11.9590 23.2133 20.4361 0.540
H -12.1035 22.1894 23.4137 0.053
H -13.6480 22.8928 23.9314 0.058
H -12.4555 24.6377 22.5156 0.056
H -13.9494 24.1116 21.8783 0.054
Br -20.2998 29.0767 30.1233 0.585
C -18.6428 28.2791 30.8714 -0.648
C -17.9898 29.4346 31.6182 -0.698
Br -16.3210 28.8117 32.5145 0.559
H -18.0890 27.7854 30.0729 0.061
H -19.0690 27.5784 31.5893 0.047
H -18.6187 29.7455 32.4524 0.043
H -17.7554 30.3386 31.0560 0.051
```

The calculation puts the LUMO energy at 0.1 eV. Its SMILES is ClC(Cl)Cl.ClC(Cl)Cl.C1CCOC1.C1CCOC1.C1CCOC1.BrCCBr.BrCCBr.BrCCBr. The energy relative to the best compared isomer or geometry (same formula, charge and spin) comes out at 2.487 eV. The calculation puts the HOMO energy at -9.60 eV. Its total charge is 0. Its frontier orbital gap is 9.67 eV.

3.
Below is 5 unconnected molecules or ions with the total composition C20H38ClNO14P2S, with properties calculated with ωB97M-V/def2-TZVPD.

Geometry as XYZ:
```
77
Properties=species:S:1:pos:R:3:lowdin_charge:R:1
C -2.3779 0.0812 -3.0197 -0.040
C -1.2227 -0.4833 -2.2356 -0.269
C 0.1016 -0.2529 -2.6006 -0.041
C 1.1512 -0.7886 -1.8641 -0.063
C 0.8978 -1.5649 -0.7441 -0.065
C -0.4199 -1.8103 -0.3594 -0.317
C -0.6926 -2.6867 0.8367 -0.365
P -0.7393 -1.7866 2.4359 0.300
S -2.5653 -0.5971 2.0297 0.414
Cl 0.8961 -3.0537 3.3112 0.093
P 0.6747 -0.0816 2.8141 0.304
N 1.9119 -0.1450 1.8998 -0.161
O -0.2463 1.1965 2.6099 -0.229
O 0.9853 -0.1182 4.3894 -0.215
C -1.4606 -1.2740 -1.1113 -0.082
H -2.0391 0.6038 -3.9136 0.075
H -2.9585 0.7730 -2.4037 0.082
H -3.0614 -0.7182 -3.3189 0.081
H 0.3177 0.3558 -3.4737 0.110
H 2.1729 -0.6038 -2.1713 0.106
H 1.7217 -1.9746 -0.1739 0.106
H -1.6417 -3.2145 0.7381 0.093
H 0.1018 -3.4251 0.9286 0.046
H -1.5167 -2.2930 3.4716 -0.045
H -2.1198 0.2434 1.0939 -0.196
H 2.7742 -0.3255 2.3999 0.002
H 0.2812 2.0070 2.7255 0.074
H 0.2380 -0.4933 4.8788 0.075
H -2.4829 -1.4845 -0.8146 0.106
C 1.9812 2.6918 5.8719 -0.022
O 1.1650 3.7736 6.3345 0.007
C 0.3780 4.2740 5.3865 -0.623
O 0.3114 3.8888 4.2451 0.114
O -0.3235 5.2757 5.9090 0.002
C -1.2118 5.9204 4.9864 -0.028
H 2.5761 2.3577 6.7160 0.100
H 1.3513 1.8869 5.5131 0.064
H 2.6387 3.0298 5.0725 0.103
H -1.9449 5.2126 4.6057 0.098
H -0.6531 6.3518 4.1586 0.099
H -1.7041 6.7019 5.5559 0.094
C 6.3543 5.8936 3.7474 -0.037
O 5.8588 5.8272 5.0889 0.003
C 4.6815 6.4242 5.2672 -0.628
O 4.0416 6.9850 4.4165 0.124
O 4.3332 6.2912 6.5450 0.008
C 3.0759 6.8905 6.8723 -0.028
H 7.3054 5.3712 3.7628 0.093
H 5.6668 5.4042 3.0606 0.097
H 6.4979 6.9283 3.4434 0.097
H 2.2745 6.4356 6.2950 0.080
H 3.0982 7.9638 6.6947 0.099
H 2.9139 6.6997 7.9285 0.098
C -1.5423 -4.0558 -2.7672 -0.018
O -2.1137 -5.3344 -3.0880 0.010
C -3.3427 -5.2690 -3.5861 -0.654
O -3.9862 -4.2655 -3.7584 0.115
O -3.7449 -6.5057 -3.8814 -0.001
C -5.0614 -6.5783 -4.4387 -0.037
H -0.5539 -4.2622 -2.3682 0.103
H -1.4540 -3.4417 -3.6620 0.098
H -2.1486 -3.5482 -2.0238 0.078
H -5.1165 -6.0170 -5.3696 0.091
H -5.7961 -6.1887 -3.7374 0.098
H -5.2411 -7.6325 -4.6241 0.095
C -2.0924 -4.9811 -6.5750 -0.029
O -1.7416 -4.3717 -7.8217 0.016
C -0.7788 -3.4585 -7.7201 -0.624
O -0.2245 -3.1292 -6.7036 0.121
O -0.5333 -2.9689 -8.9338 0.005
C 0.4890 -1.9683 -8.9684 -0.038
H -2.8837 -5.6894 -6.8022 0.096
H -1.2400 -5.5068 -6.1486 0.109
H -2.4560 -4.2303 -5.8766 0.086
H 1.4347 -2.3748 -8.6162 0.097
H 0.2089 -1.1138 -8.3558 0.096
H 0.5716 -1.6729 -10.0095 0.093
```

The calculation puts the LUMO energy at 0.3 eV. Its SMILES is Cc1cccc(C[PH](S)(Cl)P(=N)(O)O)c1.COC(=O)OC.COC(=O)OC.COC(=O)OC.COC(=O)OC. The calculation puts the HOMO energy at -8.78 eV. Its total charge is 0. Its frontier orbital gap is 9.10 eV.

Number 1: E_tot -209819.378 eV. Number 2: E_tot -522885.187 eV. Number 3: E_tot -93448.909 eV.